C20H16N5O2 | ωB97M-V with the def2-TZVPD basis set

Computed properties:
Relative energy (zero: lowest compared OMol25 entry of this formula, charge and spin): 18.56 kcal/mol
Maximum force: 5.1 eV/Å
Charge: -1
E_LUMO: 1.33 eV

Each atom is followed by the atoms it is bonded to, with distances in Å.
Atoms and positions in Å:
1 C 3.3334 -2.9465 2.5303  N2 1.438, H16 1.090, H17 1.093, H18 1.097
2 N 2.0362 -3.5610 2.4456  C1 1.438, C3 1.450, C4 1.401
3 C 2.0924 -4.9849 2.1798  N2 1.450, H19 1.092, H20 1.099, H21 1.099
4 C 0.8864 -2.7718 2.3083  N2 1.401, C5 1.416, C15 1.422
5 C 0.3788 -2.4344 1.0297  C4 1.416, C6 1.390, H22 1.108
6 C -0.7892 -1.6872 0.9289  C5 1.390, C7 1.395, H23 1.095
7 C -1.4419 -1.1798 2.0526  C6 1.395, C8 1.513, C14 1.403
8 C -2.5909 -0.2139 1.8642  C7 1.513, C9 1.416, H24 1.078
9 C -3.7071 -0.8575 1.2777  C8 1.416, C10 1.407, C12 1.416
10 C -5.0198 -0.3975 1.4906  C9 1.407, N11 1.198
11 N -6.1669 -0.1444 1.7248  C10 1.198
12 C -3.6124 -1.9856 0.4275  C9 1.416, N13 1.183
13 N -3.6279 -2.9165 -0.3016  C12 1.183
14 C -0.9396 -1.5000 3.3232  C7 1.403, C15 1.402, H25 1.077
15 C 0.2130 -2.2860 3.4624  C4 1.422, C14 1.402, H26 1.088
16 H 3.2195 -1.8807 2.7271  C1 1.090
17 H 3.8942 -3.4075 3.3480  C1 1.093
18 H 3.8759 -3.0877 1.5873  C1 1.097
19 H 1.0839 -5.4026 2.1532  C3 1.092
20 H 2.6003 -5.2118 1.2319  C3 1.099
21 H 2.6634 -5.5102 2.9588  C3 1.099
22 H 0.8663 -2.8627 0.1311  C5 1.108
23 H -1.1618 -1.4372 -0.0701  C6 1.095
24 H -2.8353 0.4803 2.6522  C8 1.078
25 H -1.4515 -1.1173 4.1902  C14 1.077
26 H 0.5425 -2.6184 4.4446  C15 1.088
27 C -2.1280 1.5130 0.8432  C28 1.429, C30 1.475, H39 1.091
28 C -3.4015 2.1602 0.8469  C27 1.429, N29 1.181
29 N -4.5186 2.5418 0.8220  C28 1.181
30 C -1.0603 2.5003 1.0902  C27 1.475, C31 1.432, C38 1.433
31 C 0.2223 2.4413 0.4553  C30 1.432, C32 1.392, H40 1.093
32 C 1.2604 3.2908 0.8259  C31 1.392, C33 1.432, H41 1.093
33 C 1.0381 4.2792 1.8375  C32 1.432, N34 1.429, C37 1.423
34 N 2.1526 4.9478 2.4316  C33 1.429, O35 1.254, O36 1.256
35 O 1.9235 5.7011 3.4075  N34 1.254
36 O 3.3029 4.7343 1.9734  N34 1.256
37 C -0.2576 4.4439 2.4023  C33 1.423, C38 1.388, H42 1.088
38 C -1.2776 3.6031 1.9784  C30 1.433, C37 1.388, H43 1.085
39 H -1.9737 0.8536 -0.0121  C27 1.091
40 H 0.4028 1.7000 -0.3272  C31 1.093
41 H 2.2559 3.2051 0.3820  C32 1.093
42 H -0.4017 5.2230 3.1485  C37 1.088
43 H -2.2642 3.8136 2.3784  C38 1.085

=====

C20H17BCl2N4O6 | ωB97M-V with the def2-TZVPD basis set

Computed properties:
Relative energy (zero: lowest compared OMol25 entry of this formula, charge and spin): 40.32 kcal/mol
Maximum force: 5.9 eV/Å
E_LUMO: -0.50 eV
SMILES string: Cc1nc2c([N+](=O)[O-])c(Cl)c(Cl)cc2n1Cc1ccc(B2OC(=O)CN(C)CC(=O)O2)cc1

Each atom is followed by the atoms it is bonded to, with distances in Å.
Atoms and positions in Å:
1 O 5.3199 0.8246 -3.3227  C11 1.238
2 O 2.9368 -3.8319 -1.2519  C12 1.209
3 O -6.7997 -0.7079 3.1486  N28 1.256
4 O -7.4692 0.6393 1.5915  N28 1.270
5 Cl -3.4873 -1.2642 -1.9199  C19 1.750
6 Cl -6.2395 -1.4645 -0.7246  C20 1.765
7 N -4.2248 1.0851 3.3182  C13 1.300, C21 1.340
8 O 3.3855 0.3711 -2.1571  B10 1.426, C11 1.351
9 O 2.1779 -1.7262 -1.3989  B10 1.426, C12 1.340
10 B 2.3521 -0.3114 -1.4504  O8 1.426, O9 1.426, C22 1.570
11 C 4.3384 0.1111 -3.0789  O1 1.238, O8 1.351, C31 1.512
12 C 3.1518 -2.6461 -1.3552  O2 1.209, O9 1.340, C32 1.463
13 C -3.1341 1.7538 3.5474  N7 1.300, N27 1.368, C29 1.505
14 C 0.9126 1.7923 -0.9126  C17 1.388, C22 1.379, H34 1.050
15 C 1.1253 -0.0316 0.6559  C18 1.392, C22 1.369, H35 1.094
16 C -2.7463 0.2524 0.1982  C19 1.388, C23 1.460, H36 1.081
17 C 0.0873 2.4945 -0.0453  C14 1.388, C25 1.388, H37 1.074
18 C 0.2677 0.6355 1.5260  C15 1.392, C25 1.403, H38 1.086
19 C -3.7607 -0.5093 -0.3648  Cl5 1.750, C16 1.388, C20 1.377
20 C -4.9994 -0.6395 0.2224  Cl6 1.765, C19 1.377, C24 1.390
21 C -4.2130 0.6365 2.0559  N7 1.340, C23 1.409, C24 1.408
22 C 1.3896 0.5488 -0.5557  B10 1.570, C14 1.379, C15 1.369
23 C -2.9131 0.8056 1.5392  C16 1.460, C21 1.409, N27 1.462
24 C -5.2626 -0.1019 1.4763  C20 1.390, C21 1.408, N28 1.425
25 C -0.1814 1.9214 1.1899  C17 1.388, C18 1.403, C33 1.460
26 N 4.9762 -2.2684 -2.9439  C30 1.508, C31 1.463, C32 1.484
27 N -2.2696 1.7133 2.4879  C13 1.368, C23 1.462, C33 1.499
28 N -6.5345 -0.0416 2.1169  O3 1.256, O4 1.270, C24 1.425
29 C -3.0838 2.7290 4.6930  C13 1.505, H39 1.077, H40 1.069, H41 1.094
30 C 5.2106 -3.5859 -3.6397  N26 1.508, H42 1.052, H43 1.080, H44 1.085
31 C 4.2701 -1.2541 -3.7260  C11 1.512, N26 1.463, H45 1.113, H46 1.105
32 C 4.5525 -2.2568 -1.5213  C12 1.463, N26 1.484, H47 1.128, H48 1.116
33 C -1.1590 2.6096 2.0284  C25 1.460, N27 1.499, H49 1.089, H50 1.104
34 H 1.2241 2.2213 -1.8193  C14 1.050
35 H 1.4679 -1.0633 0.7742  C15 1.094
36 H -1.7752 0.4058 -0.2523  C16 1.081
37 H -0.4681 3.4044 -0.1725  C17 1.074
38 H -0.1595 0.1458 2.3967  C18 1.086
39 H -3.7381 2.4130 5.4885  C29 1.077
40 H -3.5412 3.6631 4.4461  C29 1.069
41 H -2.0861 2.8185 5.1341  C29 1.094
42 H 5.3060 -3.4485 -4.6783  C30 1.052
43 H 4.4141 -4.2851 -3.4311  C30 1.080
44 H 6.1397 -3.9756 -3.2383  C30 1.085
45 H 4.6976 -1.2637 -4.7537  C31 1.113
46 H 3.2236 -1.5691 -3.8884  C31 1.105
47 H 5.0796 -3.0566 -0.9251  C32 1.128
48 H 4.5851 -1.2510 -1.0395  C32 1.116
49 H -0.7679 3.0309 2.9530  C33 1.089
50 H -1.5779 3.5274 1.5792  C33 1.104

=====

Number 1: E_tot -1195.8601 a.u., HOMO level -4.387 eV, HOMO-LUMO gap 5.7195 eV. Number 2: E_tot -2387.9700 a.u., HOMO level -9.056 eV, HOMO-LUMO gap 8.5576 eV.